Record 1
95
Properties=species:S:1:pos:R:3:forces:R:3 method="wB97M-V/def2-TZVPD" total_charge=-1 energy_ha=-5249.23913 largest_force_ha_per_bohr=0.002 spin_multiplicity=2
H -2.4584 0.4680 -4.4304 0.00 0.00 0.01
Te -1.3840 0.4803 -0.1033 0.01 -0.01 -0.05
C 6.6778 -2.1702 -0.9512 0.00 -0.01 0.01
H -0.3677 -4.3066 4.7520 0.00 0.00 0.00
C -0.6134 -4.3060 -2.1223 0.01 0.01 0.00
H -3.6511 -1.3498 0.4611 0.00 0.00 0.00
C -3.9551 3.8119 1.2981 -0.02 0.01 0.02
Au 1.7740 -0.0242 -1.9387 0.06 -0.04 0.00
H -0.0674 1.2533 -6.5749 0.00 0.00 0.01
H -4.7429 4.3663 0.7957 0.00 0.00 0.00
C 0.8814 3.5102 0.8231 -0.01 0.00 -0.01
C 5.7014 -2.8151 -0.2025 0.00 0.00 -0.01
C 4.7238 0.8312 -2.1717 -0.01 0.02 0.00
H -0.6580 -6.3117 -2.8746 0.00 0.00 0.00
H -3.8957 0.0482 1.5304 0.01 0.00 0.00
H -0.4877 -2.9289 5.8406 0.00 0.00 0.00
C -1.0239 -2.4910 3.7999 -0.02 0.00 0.00
H 3.2246 -4.6275 -2.2090 0.00 0.00 0.00
H 2.7593 2.4846 1.0174 0.00 0.01 0.00
C 1.3516 -5.6083 -2.5924 0.00 0.00 -0.01
C 4.4441 -2.2423 -0.1386 0.00 0.02 0.00
C -2.6285 3.3995 3.2201 0.01 -0.03 -0.01
H 2.1831 -2.5340 -1.4642 0.00 0.01 0.01
H -4.5208 6.0764 2.7722 0.00 0.00 0.00
C 0.4306 5.1888 2.4880 0.00 0.00 0.00
H 0.0745 1.5657 2.6282 0.00 0.00 -0.01
H 1.8085 -6.5286 -2.9360 0.00 0.00 0.00
C 5.0602 -0.4911 -1.4757 -0.03 0.00 0.00
H 3.4283 3.7150 3.0495 0.00 0.00 0.00
H -1.0503 0.8600 3.7846 0.00 0.00 0.00
Si -0.3971 -0.7143 -5.0927 0.06 0.04 0.01
Se 1.7550 -0.8347 -4.4030 -0.04 -0.03 -0.04
H 1.0950 -2.2097 3.6934 0.00 0.00 0.00
C -3.6528 4.1089 2.6217 -0.02 0.00 -0.01
H -0.5109 -2.9012 -6.2274 0.00 -0.02 0.01
C 0.1105 -1.0957 2.1613 0.01 -0.02 0.02
H 3.6522 -2.7166 0.4333 0.00 0.01 0.00
H 2.1426 -0.4988 2.4803 0.00 0.01 0.00
O 5.6779 1.5450 -2.4620 -0.01 -0.02 -0.01
C -2.3102 -1.2987 2.1231 0.00 0.01 0.00
H -5.4257 4.8246 3.6149 0.00 0.00 0.00
H -0.2281 5.9448 2.8978 0.00 0.00 0.00
C -0.9572 -3.4177 4.9845 0.00 0.00 0.00
H -4.0377 1.5636 -1.0051 -0.01 0.00 0.02
H -1.6882 -4.1942 -2.0698 0.00 -0.01 0.00
C -3.6519 -1.0171 1.5021 -0.01 -0.01 0.00
H -2.8483 2.7466 -1.5230 -0.01 0.00 -0.01
C 0.1344 -1.9582 3.2534 0.01 0.02 0.01
H 1.3289 0.4240 1.2111 -0.01 0.04 -0.03
C -1.0902 -2.4251 -5.4326 -0.02 0.00 0.00
H -1.9529 -3.7430 5.2858 0.00 0.00 0.00
H 1.8364 -1.2100 0.8879 0.01 0.00 -0.03
C -0.5271 -1.9933 -1.2228 0.04 0.05 0.09
C -2.2371 -2.1506 3.2211 0.00 0.00 0.00
H -1.7779 -0.3804 -3.0326 0.01 -0.04 0.01
C 1.6408 4.9066 3.1054 0.01 0.00 -0.01
H 7.0726 -0.4208 -2.1648 0.00 0.00 0.00
H -1.4064 0.2439 -7.1576 0.01 0.00 0.00
C -1.5280 0.2109 -3.9138 0.01 0.02 -0.02
H -2.1370 -2.3816 -5.7488 0.01 0.02 0.00
C 2.4792 3.9338 2.5763 -0.01 0.00 0.01
H -4.4368 -1.5548 2.0339 0.00 0.01 0.00
H -2.3466 3.6362 4.2423 0.00 0.00 0.00
H -3.1556 -2.5682 3.6207 0.00 0.00 0.00
N 0.0938 -0.8249 -1.0842 -0.07 0.00 -0.01
H 1.9338 5.4480 3.9966 0.00 0.00 0.00
C -1.1264 -0.7637 1.6095 -0.02 -0.01 -0.05
H -1.0516 1.1400 -3.5883 -0.02 0.00 0.00
H -4.4870 3.2661 -1.1200 0.01 0.01 -0.01
O -1.7232 -2.1385 -0.8621 0.02 0.01 -0.02
H -0.9017 4.7083 0.8760 0.00 0.00 0.00
C 1.5580 -3.3616 -1.7628 0.02 -0.02 0.02
H -0.3974 2.4842 4.0502 0.00 -0.01 0.00
Te 0.3944 2.4916 -0.9583 -0.03 -0.01 0.03
N 4.1217 -1.1118 -0.7668 0.01 -0.01 0.02
C 0.1769 -3.2277 -1.7314 -0.04 0.00 -0.05
C 2.1032 3.2387 1.4361 0.01 -0.02 0.01
O 3.4978 1.1128 -2.3934 0.02 -0.01 0.03
C 1.4233 -0.5630 1.6617 0.03 -0.04 0.00
C -0.0321 -5.4854 -2.5599 0.01 0.00 -0.01
H 7.6743 -2.5868 -1.0326 0.00 0.00 0.00
C -0.7589 1.7890 3.2904 -0.01 0.00 -0.01
H 5.9038 -3.7418 0.3180 0.00 0.00 0.00
H -3.9186 5.4289 4.3023 0.00 0.00 0.00
C 6.3578 -0.9864 -1.5856 -0.01 0.01 0.00
C -4.4181 5.1683 3.3689 0.00 0.00 0.00
C -2.2398 2.0955 1.2185 0.02 0.05 0.07
C -3.2772 2.8215 0.5977 0.00 -0.04 -0.04
H 0.2730 -0.2441 -7.4433 0.00 0.00 0.00
C 2.1443 -4.5458 -2.1851 0.00 0.01 0.00
C -1.9087 2.4118 2.5412 -0.01 0.03 0.00
H -1.0201 -3.0564 -4.5463 0.00 -0.01 0.02
C 0.0507 4.4962 1.3460 -0.01 -0.01 0.01
C -3.6851 2.5835 -0.8389 0.03 -0.01 0.01
C -0.4014 0.2249 -6.7239 -0.03 -0.01 -0.01

Record 2
21
Properties=species:S:1:pos:R:3:forces:R:3 method="wB97M-V/def2-TZVPD" total_charge=0 energy_ha=-420.06754 largest_force_ha_per_bohr=0.039 spin_multiplicity=2
H 0.9038 3.3268 0.2860 0.60 -0.36 -0.28
C 1.0440 2.4960 -0.4431 0.35 0.07 0.03
H 0.5393 0.8818 1.5541 0.49 -0.12 0.74
H 1.6293 0.6278 -0.4737 0.72 0.44 0.68
N -2.4823 -3.0549 -0.0342 0.28 0.59 0.15
H 1.8639 2.0283 2.1099 -0.23 -0.36 0.04
H 2.3056 0.3052 1.7964 -0.76 0.35 0.23
H -2.1601 -0.3467 0.1764 0.98 -0.78 -0.74
H -1.8308 -0.9590 -1.5045 0.82 0.26 0.71
H 0.0144 2.1592 -0.6688 0.40 -0.18 0.07
N 1.9399 1.4411 0.0864 -1.38 0.27 0.04
H 2.5338 2.7279 -1.6711 -0.52 0.15 0.23
H -0.8257 -2.4126 1.0385 0.12 0.08 -0.76
H -0.4287 -2.7826 -0.7260 -0.13 -0.01 0.56
O -0.1599 -0.2575 -0.4441 -1.07 -0.58 -0.54
C 1.6157 1.1299 1.5305 0.59 0.18 -1.90
H -2.9853 -3.0519 -0.9159 0.41 -0.20 0.23
H -2.5513 -3.9345 0.4655 0.21 0.30 -0.33
C -1.1718 -2.3733 -0.0143 -1.02 -0.41 -0.16
C -1.3770 -0.8928 -0.4640 -1.00 0.36 0.78
O 1.5831 2.9418 -1.6842 0.15 -0.06 0.23

Record 3
113
Properties=species:S:1:pos:R:3:forces:R:3 method="wB97M-V/def2-TZVPD" total_charge=+1 energy_ha=-6318.18315 largest_force_ha_per_bohr=0.027 spin_multiplicity=2
B 2.7272 -4.5198 0.4564 -0.27 0.56 0.21
F 2.0550 -4.5582 1.6343 0.03 -0.16 0.06
H -5.8250 0.0940 -3.5402 0.00 -0.04 0.01
H -3.0661 2.9811 -2.0203 0.01 0.01 0.04
H 1.3198 -0.3345 5.3962 -0.03 -0.04 -0.01
H 3.7168 0.2763 5.2726 0.05 -0.07 0.05
C 5.9665 3.9900 0.5370 0.08 0.11 -0.06
C 6.0343 6.6892 0.8932 0.01 -0.15 0.08
H 4.1384 3.6106 -4.8001 0.05 0.10 0.00
C -3.6116 -3.1715 -0.1768 0.12 0.32 0.17
C 3.3847 4.0253 -4.1431 0.07 -0.06 -0.13
O -1.2097 -1.0573 0.2795 0.03 0.24 -0.27
C -1.2233 0.8616 -4.6822 -0.21 0.20 -0.16
C 3.9702 -0.6483 3.3439 0.00 0.00 0.12
F 2.4422 -2.8323 0.0550 0.63 -0.26 -0.08
H 7.4199 4.4386 -0.9807 -0.03 -0.03 0.00
C 1.2998 -1.2147 3.4418 0.08 0.06 0.20
C -1.7894 -2.5431 -3.3653 0.02 0.07 -0.21
H -3.0561 -6.3847 -1.0621 0.01 -0.02 -0.04
H 5.0397 -0.5091 3.2869 0.01 0.04 -0.04
C -3.5914 -0.2105 -1.0139 0.14 -0.14 0.06
C -4.3330 -0.1393 4.5753 0.00 -0.01 -0.05
C -1.8678 -2.9652 4.4989 -0.07 -0.08 0.11
C 3.2966 -1.2143 2.2798 0.20 -0.32 0.18
C -4.5014 1.6416 -2.8778 0.01 -0.06 0.02
C -3.6075 -5.4905 -0.8041 0.03 -0.04 -0.02
C 0.6057 0.3239 -3.1376 -0.06 -0.08 0.18
F 2.0977 -5.1247 -0.5765 -0.03 -0.11 -0.16
H -5.6723 -1.8104 4.5004 0.00 -0.02 -0.01
N 1.9805 -1.4325 2.2953 0.22 -0.13 0.22
H 3.8765 6.0729 -4.5193 -0.01 0.00 -0.02
F 4.0590 -4.5694 0.5022 0.11 -0.01 -0.04
H -5.5196 -6.4529 -0.9005 -0.01 -0.01 0.02
C -1.2353 -1.2556 -3.5026 0.52 0.00 0.61
C 5.1501 4.5581 1.5010 -0.31 -0.06 0.01
C -4.5860 -0.5645 -1.9190 0.03 -0.07 0.05
H -1.4627 -4.5027 -2.5856 0.08 0.08 -0.14
C 1.4104 5.0102 -2.4521 0.01 0.06 0.00
N 6.8049 6.1554 -0.0467 0.17 0.24 -0.20
S 2.8356 1.4190 -3.7490 1.20 0.55 -0.14
H -4.8579 2.3635 -3.6007 -0.01 0.00 0.00
C -1.7970 -0.3623 -4.4433 -0.13 0.04 -0.07
C -5.0030 -3.2100 -0.0903 0.06 0.10 0.02
H -5.0064 -1.5608 -1.9179 0.01 0.01 -0.04
H 2.1243 6.9507 -3.0092 0.00 0.00 -0.01
F -0.7017 -1.2760 5.5936 0.10 -0.03 0.07
H 0.9035 2.9494 -2.0972 0.02 0.02 0.11
H -2.2557 1.3328 -0.3600 0.00 0.03 -0.06
C 1.8982 -0.5680 4.5173 -0.01 0.09 0.08
H 0.4491 2.1198 -4.3072 -0.20 -0.06 -0.02
H 0.0161 1.2674 1.4501 0.06 -0.08 0.07
H -2.5009 -3.1048 5.3625 -0.03 0.04 0.00
C -0.0501 1.1970 -4.0526 -0.13 -0.01 -0.19
C -3.5098 -0.9443 2.0511 0.06 -0.22 -0.19
H 0.6467 5.3949 -1.7887 0.00 0.00 -0.01
H -2.1385 0.7019 2.1352 -0.01 0.00 0.06
C 2.2425 5.8831 -3.1375 -0.02 0.00 0.03
C 1.0864 1.3668 1.3052 -0.20 0.12 0.04
C -0.0564 -3.0544 -1.8425 0.29 0.29 -0.01
H 4.8121 1.5101 0.6432 0.01 -0.03 0.04
O 4.1778 1.1567 -3.3115 -0.36 0.00 0.19
C -5.0431 0.3649 -2.8428 -0.01 0.08 -0.06
C -2.9198 -4.3130 -0.5569 -0.01 0.00 0.40
C -3.4972 1.9893 -1.9854 0.00 0.09 -0.02
H -6.7671 -4.4093 -0.2838 -0.01 0.03 0.00
H -5.5497 -2.3166 0.1892 -0.09 -0.07 -0.01
C 1.5570 3.6396 -2.6154 -0.04 -0.07 0.16
C -0.2257 -2.5925 2.2183 0.20 0.92 0.24
O 2.5140 1.1523 -5.1236 -0.15 -0.07 -0.07
H 6.0162 2.9312 0.3484 0.02 0.02 0.03
S 4.0363 3.7031 2.6072 0.14 -0.02 0.11
H -4.6678 0.1860 5.5509 0.03 -0.03 0.03
C -1.2297 -3.5469 2.2331 0.16 -0.27 -0.26
C 3.7566 1.5280 0.8517 -0.15 0.10 -0.36
C -5.6885 -4.3850 -0.3583 -0.09 -0.01 0.01
C -2.0063 -3.7340 3.3632 0.14 0.15 -0.06
C 6.7683 4.8426 -0.2143 -0.08 -0.12 0.08
C -3.0469 1.0694 -1.0532 0.14 -0.05 0.13
H -1.6602 1.5392 -5.4029 -0.01 0.01 0.01
C 0.0118 -1.8816 3.4154 -0.23 -0.01 -0.12
C 3.1728 2.4726 1.6833 0.05 0.10 -0.05
H 1.2958 3.1267 2.5123 -0.04 -0.04 0.01
C -2.9238 0.1637 2.6542 0.12 -0.01 -0.13
H 0.4863 -3.7731 -1.2330 -0.02 -0.03 0.13
C -0.0796 -0.9155 -2.7364 -0.83 -0.60 -0.18
H 6.0975 7.7650 1.0079 -0.05 0.00 0.04
H -4.9126 -2.5601 2.2881 -0.01 -0.01 0.07
H -1.3629 -4.2395 1.4236 -0.19 -0.04 -0.28
N 0.4040 -1.8149 -1.8189 0.40 0.62 -0.38
C -3.3307 0.5594 3.9177 -0.03 0.06 0.04
H 3.3960 -0.1605 -0.4048 -0.02 -0.22 -0.06
C 5.1879 5.9360 1.6917 0.07 -0.04 -0.01
C -4.4878 -1.6669 2.7238 0.01 0.00 -0.07
H -1.8456 -4.2968 -0.6560 -0.23 -0.08 0.40
C -0.8457 -2.0417 4.4990 -0.05 -0.05 -0.22
H 3.8326 -1.5240 1.3943 -0.11 -0.02 -0.04
C 3.2435 -0.2509 4.4560 -0.07 -0.08 -0.18
H -2.6807 -2.7867 -3.9298 0.00 -0.07 -0.03
C -4.9037 -1.2545 3.9804 -0.06 0.02 0.05
C 2.5466 3.1605 -3.4533 -0.10 -0.34 0.08
Tc 0.8285 -1.7690 0.5725 -0.38 0.12 -0.02
H 4.5742 6.4031 2.4495 -0.05 0.04 -0.05
H -2.8697 1.4132 4.3958 0.02 0.03 -0.04
F -2.9701 -4.6674 3.3271 0.02 -0.02 0.04
C 3.2260 5.3920 -3.9878 0.02 -0.06 0.07
As -2.8413 -1.4366 0.2961 -0.40 0.23 0.17
C 2.9626 0.5508 0.2799 0.07 0.57 -0.46
C 1.7955 2.3907 1.8982 0.06 0.01 -0.12
C -1.1467 -3.4706 -2.6095 0.15 -0.19 -0.41
N 1.6563 0.4522 0.5188 -0.82 -1.14 0.01
C -4.9901 -5.5307 -0.7050 0.04 0.04 -0.03
H -2.6721 -0.6773 -4.9955 -0.06 -0.01 0.03
N 1.8461 0.5288 -2.7753 0.16 -0.42 0.65

Record 4
51
Properties=species:S:1:pos:R:3:forces:R:3 method="wB97M-V/def2-TZVPD" total_charge=0 energy_ha=-1435.25007 largest_force_ha_per_bohr=0.065 spin_multiplicity=1
H -3.4409 -1.1754 -1.3956 -0.04 -0.09 0.03
C 0.5573 1.6639 -2.4372 -0.56 0.52 -0.43
C 0.5998 -0.9446 -2.7118 0.02 -0.77 -0.08
H 3.1600 1.5532 6.1756 -0.01 0.00 -0.24
H 0.8448 -1.4079 -4.7720 0.00 -0.12 -0.37
H -0.2429 1.0974 1.7242 -0.68 1.45 1.40
C 3.1297 1.5638 5.0872 -0.03 0.03 -0.67
N -0.5110 1.6104 -1.4280 -1.02 1.41 -1.66
C -0.6293 2.8759 -0.6845 -0.18 0.31 -0.25
H 2.0912 3.4584 4.9741 0.07 -0.12 -0.07
H -3.2992 -2.3751 2.3770 -0.16 -0.12 0.76
H 0.5777 -1.2120 1.5189 0.16 -1.83 0.21
H -1.6977 0.2595 -2.5247 -0.13 0.23 0.14
H -2.5666 1.1070 -1.1933 0.38 0.06 -0.24
H 0.0515 2.0316 -3.3365 0.35 0.05 -0.36
C -0.8094 -3.3908 -2.5417 -0.20 0.41 0.41
H -4.1414 -0.2751 -0.0232 -0.11 -0.11 -0.02
H -1.2795 2.7902 0.2106 0.33 -0.15 -0.55
H -1.3758 -4.3039 -2.4564 -0.08 -0.26 -0.23
C 3.0444 1.5886 2.2715 0.00 -0.02 0.79
H 2.0188 3.4913 2.4656 0.20 -0.32 0.28
H -4.2525 -2.0724 -0.0630 -0.77 0.03 -0.41
C -0.6684 -2.6121 -1.3855 0.13 0.28 -0.23
C 0.4311 -1.7621 -3.8429 -0.18 0.49 0.41
H 1.2716 2.4240 -2.0984 -0.11 -0.22 -0.26
H -2.1264 -3.6813 -0.1743 0.32 -0.23 -0.21
Te 3.0264 1.6249 0.2069 0.70 0.35 -0.59
H -1.0704 3.6017 -1.3752 0.00 0.38 0.19
C 0.0916 -1.4769 -1.5494 0.43 -0.14 0.13
H 4.1594 -0.3279 4.8783 -0.07 0.12 -0.07
H 0.3698 3.2158 -0.3711 -0.37 -0.15 -0.02
C 2.5275 2.6382 4.4093 0.25 -0.37 -0.33
H -0.3847 -3.5729 -4.6279 0.01 0.00 0.01
C -2.5109 -1.6241 2.3356 -0.85 -0.60 0.26
H -2.8570 -0.6683 2.7508 0.05 -0.32 -0.15
H -0.6052 -3.2821 0.6928 -0.31 0.35 -0.35
H 4.0947 -0.3085 2.3716 -0.16 0.32 0.28
C -1.8033 1.2054 -1.9811 0.19 0.32 -0.19
H 1.7443 0.5081 -3.7688 -0.07 -0.06 0.37
C 3.6603 0.5114 2.9517 -0.40 0.39 0.48
C 3.6923 0.5033 4.3557 -0.20 0.42 -0.35
Sr 0.2119 0.2559 0.1361 1.88 -1.60 2.29
H -2.1038 1.9978 -2.6749 -0.40 -0.09 -0.21
C -1.3384 -2.9252 -0.0570 -0.56 -0.66 0.28
H 2.2219 0.3235 -2.0820 -0.41 -0.19 -0.19
H -1.6179 -1.9470 2.8805 -0.16 0.06 -0.25
C -0.2632 -2.9587 -3.7446 0.07 -0.23 -0.15
C 1.3416 0.3649 -2.7517 0.46 0.28 -0.33
P -2.1522 -1.4208 0.6024 2.62 1.85 -0.07
C 2.4868 2.6619 3.0058 0.07 -0.61 0.44
C -3.6581 -1.2025 -0.3294 -0.51 -0.71 0.38